--- one ---
Density functional theory data (ωB97M-V/def2-TZVPD) for 2 unconnected molecules or ions with the total composition C5H10NP.

## Properties
HOMO-LUMO gap (alpha / beta) ... 0.291 / 0.291 hartree

Each line ends with the Löwdin charge.
CARTESIAN COORDINATES (ANGSTROEM)
C  0.484  -0.106  -2.681  -0.219
C  -0.375  1.213  1.302  -0.400
C  -1.072  2.605  1.695  -0.135
C  0.551  -2.294  -0.278  -0.170
C  0.414  -0.851  0.037  -0.526
N  1.063  0.135  -1.630  0.024
P  -1.120  -0.036  0.401  0.929
H  0.900  0.238  -3.611  0.048
H  -0.436  -0.680  -2.873  0.065
H  0.659  1.313  1.285  0.005
H  -2.067  2.635  1.436  0.018
H  -1.010  2.821  2.747  0.057
H  -0.553  3.298  1.112  0.041
H  1.318  -2.638  -1.114  0.123
H  -0.371  -2.699  -0.546  0.028
H  0.899  -2.749  0.628  0.062
H  1.233  -0.382  0.575  0.049

---

--- two ---
Density functional theory data (ωB97M-V/def2-TZVPD) for C5H10NP in the gas phase.

## Properties
SMILES ... N=[PH2][C@H]1C=CCC1
HOMO-LUMO gap ... 0.366 hartree

Each line ends with the Löwdin charge.
CARTESIAN COORDINATES (ANGSTROEM)
N  1.796  0.556  -1.145  -0.277
P  1.825  0.042  0.306  0.697
C  0.077  -0.523  0.804  -0.404
C  -0.595  0.760  1.178  -0.199
C  -1.308  1.287  0.237  -0.110
C  -1.554  0.334  -0.840  -0.208
C  -0.755  -0.900  -0.422  -0.231
H  2.507  1.195  -1.468  -0.031
H  2.909  -0.967  0.437  0.002
H  1.866  0.781  1.487  -0.022
H  -0.023  -1.412  1.560  0.143
H  -0.352  1.351  2.062  0.101
H  -1.781  2.314  0.280  0.136
H  -1.266  0.655  -1.736  0.059
H  -2.622  0.145  -0.988  0.120
H  -0.272  -1.212  -1.360  0.094
H  -1.401  -1.853  -0.398  0.129

---

--- three ---
Density functional theory data (ωB97M-V/def2-TZVPD) for 2 unconnected molecules or ions with the total composition C5H10NP.

## Properties
SMILES ... CC(C)=NP.C#C
HOMO-LUMO gap ... 0.348 hartree

Each line ends with the Löwdin charge.
CARTESIAN COORDINATES (ANGSTROEM)
C  1.235  0.580  -1.321  -0.038
C  0.817  0.430  0.149  -0.521
C  1.368  -0.640  0.908  -0.086
N  -0.219  1.026  0.596  -0.314
P  -1.160  2.322  0.289  0.706
H  0.583  -0.145  -1.849  0.080
H  0.928  1.576  -1.680  0.064
H  2.266  0.532  -1.619  0.067
H  2.382  -0.435  1.274  0.085
H  1.479  -1.466  0.149  0.107
H  0.881  -0.796  1.886  0.090
H  -1.783  2.272  -0.981  -0.145
H  -2.264  1.670  0.895  -0.118
C  -1.630  -1.937  -0.279  -0.004
C  -1.797  -1.586  0.872  -0.008
H  -1.132  -1.827  -1.209  0.010
H  -1.952  -1.574  1.920  0.025

---

--- four ---
Density functional theory data (ωB97M-V/def2-TZVPD) for C5H10NP in the gas phase.

## Properties
SMILES ... N=[PH2][C@H]1C=CCC1
HOMO-LUMO gap ... 0.361 hartree

Each line ends with the Löwdin charge.
CARTESIAN COORDINATES (ANGSTROEM)
N  1.858  -0.011  -1.191  -0.285
P  1.861  0.015  0.352  0.646
C  0.154  -0.194  0.876  -0.434
C  -0.628  1.202  0.775  -0.101
C  -1.605  1.091  -0.145  -0.083
C  -1.601  -0.315  -0.845  -0.190
C  -0.732  -1.218  0.038  -0.199
H  2.651  0.537  -1.596  -0.010
H  2.803  -0.938  1.080  0.007
H  2.379  0.992  1.027  -0.058
H  0.112  -0.570  1.959  0.116
H  -0.161  2.108  1.141  0.086
H  -2.161  1.922  -0.573  0.095
H  -1.098  -0.259  -1.874  0.125
H  -2.646  -0.611  -1.029  0.095
H  0.063  -1.769  -0.568  0.102
H  -1.251  -1.983  0.573  0.088

---

Energy above the most stable structure, in eV: one 2.015; two 0.218; three 1.524; four 0.000

---

--- one ---
Density functional theory data (ωB97M-V/def2-TZVPD) for a gas-phase ion, C5H10NO2 (charge -2).

## Properties
Net charge ... -2
Spin multiplicity ... 2
HOMO-LUMO gap (alpha / beta) ... 0.091 / 0.246 hartree
<S²> ... 0.751

Each line ends with the Mulliken spin population.
CARTESIAN COORDINATES (ANGSTROEM)
C  -0.607  1.311  1.363  0.387
N  -0.120  0.155  0.845  -0.983
C  -1.055  -0.962  1.025  1.780
C  1.861  -0.688  -0.499  2.611
C  0.667  0.341  -0.423  -0.850
C  -0.504  0.308  -1.505  0.202
O  -1.482  1.164  -1.197  -0.037
O  0.001  2.366  1.554  -0.016
H  -1.656  1.342  1.727  0.044
H  -2.099  -0.602  1.075  0.109
H  -0.889  -1.627  0.180  0.007
H  -0.804  -1.507  1.902  -0.921
H  1.552  -1.633  -0.027  -0.137
H  2.660  -0.199  0.030  -0.225
H  2.049  -0.948  -1.549  -0.790
H  1.103  1.333  -0.319  -0.077
H  0.094  0.594  -2.423  0.031
H  -0.771  -0.748  -1.758  -0.136

---

--- two ---
Density functional theory data (ωB97M-V/def2-TZVPD) for 2 unconnected molecules or ions with the total composition C5H10NO2.

## Properties
Net charge ... -2
Spin multiplicity ... 2
HOMO-LUMO gap (alpha / beta) ... 0.158 / 0.215 hartree
<S²> ... 0.755

Each line ends with the Mulliken spin population.
CARTESIAN COORDINATES (ANGSTROEM)
O  2.360  -1.843  -0.633  0.000
C  1.487  -2.083  0.233  -0.003
O  1.394  -1.761  1.428  0.000
C  -1.162  1.905  -0.864  0.678
C  -0.811  0.837  0.271  -0.034
C  -1.388  -0.462  -0.288  0.035
C  0.680  0.924  0.541  0.084
N  -2.502  2.459  -0.837  0.220
H  0.589  -2.602  -0.231  0.001
H  -1.456  1.248  1.053  0.012
H  -0.866  -0.707  -1.209  -0.035
H  -1.466  -1.218  0.508  0.004
H  -2.468  -0.310  -0.430  0.049
H  0.915  1.992  0.682  -0.092
H  1.372  0.567  -0.223  0.004
H  1.027  0.466  1.468  0.015
H  -1.978  2.890  -0.005  0.032
H  -0.471  1.967  -1.720  0.029

---

--- three ---
Density functional theory data (ωB97M-V/def2-TZVPD) for 2 unconnected molecules or ions with the total composition C5H10NO2.

## Properties
Net charge ... -2
Spin multiplicity ... 2
HOMO-LUMO gap (alpha / beta) ... 0.181 / 0.178 hartree
<S²> ... 0.755

Each line ends with the Mulliken spin population.
CARTESIAN COORDINATES (ANGSTROEM)
C  -0.103  1.347  1.761  0.005
C  -0.030  -0.098  2.303  0.002
N  -1.263  -0.483  3.015  0.000
C  -1.130  -1.553  -1.495  -0.023
C  -0.582  -0.232  -1.950  0.742
C  0.782  0.220  -1.551  0.010
O  1.710  -0.621  -1.417  0.037
O  0.880  1.486  -1.500  0.096
H  -0.196  2.037  2.598  0.000
H  0.784  1.587  1.163  -0.003
H  -0.963  1.345  1.093  -0.001
H  -0.015  -0.707  1.374  0.003
H  0.860  -0.284  2.912  0.000
H  -0.990  -0.682  3.982  0.000
H  -2.208  -1.613  -1.670  -0.002
H  -0.697  -2.323  -2.155  0.054
H  -0.792  -1.854  -0.502  0.034
H  -1.279  0.588  -2.089  0.046

---

Energy above the most stable structure, in eV: one 0.435; two 0.625; three 0.000

---

--- one ---
Density functional theory data (ωB97M-V/def2-TZVPD) for 3 unconnected molecules or ions with the total composition C3H14N2O2.

## Properties
SMILES ... CNCCN.O.O
HOMO-LUMO gap ... 0.368 hartree

Each line ends with the Löwdin charge.
CARTESIAN COORDINATES (ANGSTROEM)
C  -2.688  -0.567  -0.408  -0.116
N  -1.458  -0.664  -1.172  -0.159
C  -0.468  -1.526  -0.535  -0.235
C  0.335  -0.820  0.562  -0.262
N  1.524  -0.099  0.117  -0.007
H  -3.288  0.236  -0.823  0.076
H  -3.310  -1.471  -0.500  0.082
H  -2.420  -0.323  0.619  0.079
H  -1.599  -0.941  -2.128  0.112
H  0.252  -1.859  -1.295  0.117
H  -0.925  -2.464  -0.180  0.109
H  0.702  -1.553  1.279  0.110
H  -0.269  -0.097  1.115  0.107
H  1.354  0.551  -0.635  0.055
H  2.278  -0.731  -0.106  0.072
O  -0.320  1.965  -1.494  -0.082
H  -0.789  2.693  -1.072  0.035
H  -0.733  1.140  -1.177  -0.019
O  2.725  1.227  2.608  -0.090
H  2.600  0.584  1.881  -0.008
H  3.663  1.150  2.812  0.022

---

--- two ---
Density functional theory data (ωB97M-V/def2-TZVPD) for 3 unconnected molecules or ions with the total composition C3H14N2O2.

## Properties
SMILES ... CCNCN.O.O
HOMO-LUMO gap ... 0.331 hartree

Each line ends with the Löwdin charge.
CARTESIAN COORDINATES (ANGSTROEM)
C  -1.139  -2.238  1.759  -0.101
C  -1.747  -1.513  0.544  -0.275
N  -0.791  -0.539  -0.068  -0.087
C  -0.132  0.747  0.058  -0.328
N  0.345  1.077  1.368  -0.002
H  -0.093  -2.480  1.530  0.076
H  -1.557  -3.193  1.976  0.053
H  -1.189  -1.483  2.522  0.052
H  -2.129  -2.320  -0.122  0.107
H  -2.725  -1.008  0.624  0.096
H  -1.191  -0.481  -1.006  0.094
H  -0.874  1.510  -0.298  0.122
H  0.696  0.789  -0.663  0.112
H  -0.420  1.426  1.933  0.083
H  0.758  0.333  1.916  0.085
O  2.094  3.209  0.399  -0.091
H  1.628  2.597  1.002  -0.010
H  1.404  3.428  -0.231  0.015
O  2.159  -0.094  -4.118  -0.064
H  3.098  0.100  -4.134  0.028
H  1.804  0.130  -4.991  0.036

---

Energy above the most stable structure, in eV: one 0.000; two 1.540

---

--- one ---
Density functional theory data (ωB97M-V/def2-TZVPD) for 3 unconnected molecules or ions with the total composition C3H14N2O2.

## Properties
SMILES ... C[C@@H](N)CN.O.O
HOMO-LUMO gap ... 0.346 hartree

Each line ends with the Löwdin charge.
CARTESIAN COORDINATES (ANGSTROEM)
C  0.130  2.754  1.709  -0.083
C  -0.026  2.001  0.361  -0.447
N  0.680  2.580  -0.809  0.025
C  0.512  0.572  0.537  -0.273
N  0.663  -0.171  -0.731  -0.005
H  -0.656  3.513  1.799  0.068
H  1.006  3.403  1.700  0.065
H  0.169  2.112  2.585  0.067
H  -1.117  2.025  0.237  0.124
H  0.509  3.577  -0.867  0.064
H  1.641  2.326  -0.620  0.064
H  1.507  0.552  0.988  0.112
H  -0.138  0.019  1.234  0.108
H  1.251  -0.980  -0.619  0.051
H  -0.258  -0.481  -1.007  0.058
O  1.186  -4.423  -1.021  -0.058
H  1.688  -4.307  -1.841  0.038
H  1.768  -5.086  -0.664  0.021
O  -3.685  -3.502  -0.689  -0.052
H  -2.887  -3.000  -0.655  0.007
H  -3.943  -3.485  -1.627  0.044

---

--- two ---
Density functional theory data (ωB97M-V/def2-TZVPD) for 3 unconnected molecules or ions with the total composition C3H14N2O2.

## Properties
SMILES ... NCCCN.O.O
HOMO-LUMO gap ... 0.370 hartree

Each line ends with the Löwdin charge.
CARTESIAN COORDINATES (ANGSTROEM)
N  -0.363  2.321  0.034  -0.018
C  -0.741  1.324  1.065  -0.285
C  -1.100  0.011  0.371  -0.198
C  -1.134  -1.228  1.284  -0.286
N  0.075  -2.034  1.297  -0.014
H  -0.437  3.255  0.426  0.062
H  0.646  2.274  -0.099  0.066
H  0.097  1.188  1.764  0.107
H  -1.575  1.717  1.651  0.112
H  -0.486  -0.108  -0.510  0.073
H  -2.139  0.176  0.095  0.105
H  -1.431  -1.080  2.317  0.107
H  -1.965  -1.826  0.916  0.102
H  0.900  -1.474  1.446  0.050
H  0.314  -2.537  0.443  0.067
O  0.738  0.327  -2.726  -0.052
H  0.451  0.941  -2.043  0.017
H  0.171  -0.432  -2.876  0.054
O  3.007  -1.091  -1.679  -0.076
H  2.406  -0.707  -2.345  0.004
H  2.566  -1.019  -0.831  0.004

---

Energy above the most stable structure, in eV: one 0.205; two 0.000

---

--- one ---
Density functional theory data (ωB97M-V/def2-TZVPD) for C5H6OS2 in the gas phase.

## Properties
SMILES ... O=CS[C@H]1CCC1=S
HOMO-LUMO gap ... 0.310 hartree

Each line ends with the Löwdin charge.
CARTESIAN COORDINATES (ANGSTROEM)
O  2.839  -0.999  1.043  -0.020
C  2.724  -1.078  -0.145  -0.584
S  1.396  -0.372  -1.121  0.948
C  0.190  0.046  0.143  -0.590
C  -0.609  1.316  -0.176  -0.191
C  -1.944  0.550  0.158  -0.172
C  -1.161  -0.751  0.036  -0.780
S  -1.534  -2.323  -0.246  0.701
H  3.518  -1.534  -0.860  0.105
H  0.668  -0.148  1.127  0.122
H  -0.490  2.159  0.528  0.108
H  -0.446  1.705  -1.238  0.124
H  -2.259  0.699  1.171  0.104
H  -2.892  0.729  -0.420  0.127

---

--- two ---
Density functional theory data (ωB97M-V/def2-TZVPD) for C5H6OS2 in the gas phase.

## Properties
SMILES ... C1S[C@H]2S[C@@H]1[C@@H]1O[C@H]21
HOMO-LUMO gap ... 0.341 hartree

Each line ends with the Löwdin charge.
CARTESIAN COORDINATES (ANGSTROEM)
C  -1.226  0.212  1.235  -0.466
S  -1.674  -0.650  -0.314  0.834
C  -0.075  -0.239  -1.121  -0.745
S  0.283  1.462  -0.555  0.927
C  0.272  0.627  1.062  -0.546
C  1.090  -0.633  0.940  -0.260
O  2.147  -0.530  -0.032  -0.026
C  0.927  -1.131  -0.443  -0.343
H  -1.877  1.109  1.316  0.077
H  -1.388  -0.451  2.084  0.074
H  -0.233  -0.365  -2.182  0.075
H  0.543  1.352  1.799  0.102
H  1.272  -1.278  1.813  0.164
H  0.845  -2.142  -0.714  0.132

---

Energy above the most stable structure, in eV: one 0.323; two 0.000